w | A cluster of 3 separate species, C3H12O3 in total, computed with ωB97M-V with the def2-TZVPD basis set.

```
18
Properties=species:S:1:pos:R:3:mulliken_charge:R:1
C 2.045 -0.509 0.096 -1.036
C 0.865 0.440 0.388 -0.083
C -0.286 0.427 -0.633 -0.723
O -0.914 1.633 -1.073 -0.514
H 2.208 -1.089 1.014 0.301
H 3.028 -0.160 -0.205 0.327
H 1.739 -1.332 -0.574 0.212
H 0.593 0.279 1.436 0.282
H 1.135 1.498 0.280 0.253
H -0.039 -0.124 -1.530 0.411
H -1.116 -0.154 -0.194 0.275
H -0.500 1.893 -1.885 0.308
O -1.120 -2.336 -1.311 -0.648
H -0.472 -2.274 -0.603 0.317
H -0.543 -2.471 -2.071 0.322
O -1.985 1.507 2.607 -0.651
H -1.776 1.668 1.680 0.333
H -2.862 1.102 2.577 0.315
```

Computed properties:
LUMO level ... 0.629 eV
HOMO level ... -10.37 eV
Frontier orbital gap ... 0.404 Ha
SMILES ... CCCO.O.O

***

x | A cluster of 3 separate species, C3H12O3 in total, computed with ωB97M-V with the def2-TZVPD basis set.

```
18
Properties=species:S:1:pos:R:3:mulliken_charge:R:1
C 0.514 1.160 1.224 -0.958
C -0.648 1.321 0.109 -0.153
C -1.181 0.139 -0.595 -0.471
O -2.075 0.431 -1.622 -0.466
H 0.154 0.576 2.119 0.294
H 0.970 2.160 1.371 0.299
H 1.256 0.508 0.718 0.270
H -1.555 1.824 0.545 0.215
H -0.121 2.045 -0.684 0.186
H -0.281 -0.566 -1.007 0.221
H -1.597 -0.507 0.232 0.280
H -1.438 0.560 -2.342 0.290
O 2.788 -2.979 4.658 -0.642
H 3.630 -2.668 5.093 0.323
H 2.361 -3.276 5.476 0.318
O -0.172 0.276 -4.013 -0.684
H 0.721 0.704 -3.774 0.345
H -0.537 1.090 -4.358 0.332
```

Computed properties:
LUMO level ... 0.521 eV
HOMO level ... -10.05 eV
Frontier orbital gap ... 0.389 Ha
SMILES ... CCCO.O.O

***

y | A cluster of 3 separate species, C3H12O3 in total, computed with ωB97M-V with the def2-TZVPD basis set.

```
18
Properties=species:S:1:pos:R:3:mulliken_charge:R:1
C 1.758 3.324 0.249 -0.515
O 0.710 2.762 1.042 -0.511
H 2.721 3.218 0.748 0.226
H 1.799 2.800 -0.706 0.235
H 1.570 4.388 0.103 0.226
H 0.468 1.857 0.831 0.408
C -1.885 -2.120 -1.210 -0.528
O -2.219 -1.314 -0.080 -0.543
H -1.972 -1.637 -2.183 0.272
H -0.843 -2.433 -1.151 0.206
H -2.551 -2.980 -1.128 0.282
H -3.000 -0.814 -0.332 0.298
C 0.864 -1.403 0.653 -0.719
O 0.220 -0.136 0.501 -0.538
H 0.168 -2.072 1.158 0.298
H 1.171 -1.758 -0.330 0.250
H 1.740 -1.357 1.301 0.275
H -0.721 -0.326 0.536 0.378
```

Computed properties:
LUMO level ... 0.628 eV
HOMO level ... -9.59 eV
Frontier orbital gap ... 0.375 Ha
SMILES ... CO.CO.CO

***

Stability ranking, top entry: w; the second entry is 28.1 kJ/mol less favorable.

***

w | A cluster of 2 separate species, C4H11NO3 in total, computed with ωB97M-V with the def2-TZVPD basis set.

```
19
Properties=species:S:1:pos:R:3:mulliken_charge:R:1
C -2.389 0.305 -0.575 -1.118
C -2.150 -1.025 0.039 1.110
O -2.679 -1.221 1.343 -0.518
N -0.971 -1.806 -0.242 -0.579
O -2.241 -2.130 -0.859 -0.389
H -1.591 0.589 -1.269 0.300
H -2.449 1.081 0.195 0.317
H -3.335 0.307 -1.126 0.302
H -2.249 -2.010 1.715 0.331
H -0.466 -1.468 -1.062 0.258
C 2.470 1.709 0.291 -1.126
C 1.869 0.381 -0.116 0.043
O 2.797 -0.667 0.118 -0.537
H 1.779 2.529 0.074 0.321
H 3.411 1.887 -0.238 0.285
H 2.698 1.715 1.362 0.326
H 0.957 0.180 0.451 0.089
H 1.622 0.383 -1.182 0.275
H 2.916 -0.740 1.081 0.309
```

Computed properties:
LUMO level ... 0.715 eV
HOMO level ... -9.90 eV
Frontier orbital gap ... 0.390 Ha
SMILES ... C[C@]1(O)NO1.CCO

***

x | A cluster of 2 separate species, C4H11NO3 in total, computed with ωB97M-V with the def2-TZVPD basis set.

```
19
Properties=species:S:1:pos:R:3:mulliken_charge:R:1
N -0.752 1.380 -1.530 -0.548
C -0.339 0.222 -0.756 -0.554
C 0.367 0.559 0.578 -0.674
C -0.629 0.796 1.724 -0.420
C -1.257 -0.514 2.090 0.502
O -2.328 -0.894 1.693 -0.553
O -0.464 -1.273 2.859 -0.449
H -0.032 1.777 -2.109 0.225
H -1.251 2.056 -0.973 0.199
H -1.202 -0.434 -0.611 0.288
H 0.309 -0.363 -1.381 0.346
H 1.058 -0.224 0.869 0.364
H 0.935 1.451 0.327 0.335
H -0.127 1.199 2.594 0.311
H -1.452 1.455 1.455 0.288
H -0.924 -2.095 3.073 0.341
O 4.073 -0.303 -4.965 -0.639
H 3.677 0.460 -5.399 0.320
H 4.997 -0.065 -4.877 0.319
```

Computed properties:
LUMO level ... 0.777 eV
HOMO level ... -9.04 eV
Frontier orbital gap ... 0.361 Ha
SMILES ... NCCCC(=O)O.O

***

y | A cluster of 2 separate species, C4H11NO3 in total, computed with ωB97M-V with the def2-TZVPD basis set.

```
19
Properties=species:S:1:pos:R:3:mulliken_charge:R:1
N 2.716 -1.345 0.566 -0.426
C 2.322 -0.989 -0.691 0.174
O 3.066 -1.410 -1.565 -0.635
C 0.997 -0.395 -1.085 -0.251
C 0.066 -0.194 0.099 -0.380
C -1.436 -0.030 -0.289 -0.462
O -1.621 -0.579 -1.462 -0.547
H 2.505 -0.673 1.364 0.235
H 3.609 -1.927 0.589 0.262
H 1.286 0.520 -1.683 0.237
H 0.552 -1.200 -1.718 0.345
H 0.174 -1.225 0.555 0.320
H 0.403 0.550 0.878 0.287
H -2.160 -0.470 0.330 0.341
H -1.729 1.057 -0.329 0.153
H -1.167 -0.100 -2.150 0.344
O -3.433 2.556 2.177 -0.605
H -3.369 3.178 2.863 0.307
H -2.782 2.674 1.548 0.302
```

Computed properties:
LUMO level ... 0.573 eV
HOMO level ... -9.51 eV
Frontier orbital gap ... 0.371 Ha
SMILES ... NC(=O)CCCO.O

***

z | A structure of composition C4H11NO3, computed with ωB97M-V with the def2-TZVPD basis set.

```
19
Properties=species:S:1:pos:R:3:mulliken_charge:R:1
C -0.365 -0.770 0.049 0.329
C 2.508 0.215 -0.762 -0.026
C 3.756 0.568 -0.949 -0.470
O -2.199 -1.846 -0.520 -0.796
N -0.007 -0.461 1.314 -0.361
C -0.684 0.853 1.735 -0.264
O -1.181 1.569 0.783 -0.637
H -1.165 -0.166 -0.363 -0.195
H -0.388 -1.829 -0.257 0.328
H 4.235 1.087 -0.116 0.270
H 1.872 1.017 -0.334 0.373
H 4.373 0.167 -1.750 0.273
H 0.741 -0.072 0.523 0.127
H -1.435 0.455 2.449 0.303
H 0.129 1.322 2.333 0.404
H -2.710 -0.568 -1.226 0.434
H -2.472 -2.740 -0.783 0.202
H -2.257 0.768 -0.695 0.431
O -2.749 0.431 -1.431 -0.725
```

Computed properties:
LUMO level ... -5.144 eV
HOMO level ... -8.47 eV
Frontier orbital gap ... 0.122 Ha

***

Stability ranking, top entry: x; the second entry is 130.5 kJ/mol less favorable.

***

w | A cluster of 2 separate species, C4H11NO3 in total, computed with ωB97M-V with the def2-TZVPD basis set.

```
19
Properties=species:S:1:pos:R:3:mulliken_charge:R:1
C 1.571 1.540 -0.156 -1.432
C 0.286 0.736 0.108 -0.542
C 0.282 -0.772 -0.181 0.560
N 1.577 -1.458 -0.171 -0.670
C -0.485 -1.416 0.957 0.122
O -0.152 -1.654 2.074 -0.555
O -1.725 -1.776 0.487 -0.473
H 1.259 2.564 -0.364 0.426
H 2.091 1.205 -1.056 0.318
H 2.237 1.504 0.702 0.315
H -0.544 1.142 -0.489 0.422
H -0.027 1.027 1.115 0.358
H -0.160 -0.953 -1.155 0.399
H 1.927 -1.565 -1.108 0.248
H 2.284 -1.046 0.411 0.232
H -2.198 -2.273 1.167 0.320
O -2.414 1.237 -0.743 -0.616
H -2.652 0.394 -0.342 0.285
H -3.158 1.564 -1.257 0.282
```

Computed properties:
LUMO level ... 0.567 eV
HOMO level ... -9.26 eV
Frontier orbital gap ... 0.361 Ha
SMILES ... CC[C@@H](N)C(=O)O.O

***

x | A structure of composition C4H11NO3, computed with ωB97M-V with the def2-TZVPD basis set.

```
19
Properties=species:S:1:pos:R:3:mulliken_charge:R:1
C 1.146 0.195 0.297 0.442
C -1.384 0.274 0.428 0.273
C 2.495 -0.805 -0.703 -1.073
C -2.532 -0.653 0.145 -1.315
N 0.149 -0.589 -0.180 -0.477
O 1.397 -0.009 1.618 -0.485
O 1.256 1.515 -0.037 -0.582
O -1.502 1.535 -0.226 -0.575
H 2.018 0.666 1.919 0.352
H 0.366 1.888 -0.192 0.422
H -1.894 1.404 -1.098 0.330
H 0.011 -0.426 -1.169 0.322
H -1.236 0.485 1.486 0.338
H 2.242 -0.932 -1.749 0.323
H 2.601 -1.733 -0.155 0.312
H 3.334 -0.125 -0.599 0.333
H -3.497 -0.186 0.373 0.370
H -2.540 -0.953 -0.907 0.336
H -2.431 -1.551 0.750 0.355
```

Computed properties:
LUMO level ... 0.603 eV
HOMO level ... -8.01 eV
Frontier orbital gap ... 0.316 Ha

***

Stability ranking, top entry: w; the second entry is 243.6 kJ/mol less favorable.

***

w | A cluster of 2 separate species, C4H11NO3 in total, computed with ωB97M-V with the def2-TZVPD basis set.

```
19
Properties=species:S:1:pos:R:3:mulliken_charge:R:1
C -1.066 -1.660 0.023 -1.318
C -0.658 -0.867 -1.221 0.553
C -1.583 0.102 -1.838 -1.277
N 0.592 -0.053 -0.905 -0.299
C 0.758 0.471 0.338 0.641
O 0.019 0.810 1.242 -0.699
O 2.110 0.722 0.453 -0.554
H -1.611 -2.583 -0.185 0.396
H -1.564 -1.031 0.773 0.290
H -0.187 -2.092 0.483 0.360
H -0.304 -1.676 -1.925 0.248
H -2.671 -0.088 -1.969 0.356
H -1.277 0.528 -2.814 0.315
H -1.680 0.987 -1.171 0.257
H 1.407 -0.576 -1.194 0.286
H 2.346 1.308 1.233 0.431
O 2.101 1.704 2.834 -0.705
H 1.190 1.376 2.704 0.395
H 2.078 2.618 3.137 0.324
```

Computed properties:
LUMO level ... 0.797 eV
HOMO level ... -10.19 eV
Frontier orbital gap ... 0.404 Ha
SMILES ... CC(C)NC(=O)O.O

***

x | A cluster of 2 separate species, C4H11NO3 in total, computed with ωB97M-V with the def2-TZVPD basis set.

```
19
Properties=species:S:1:pos:R:3:mulliken_charge:R:1
C 0.867 -0.288 2.187 -1.273
C 1.142 -0.050 0.670 0.512
N 2.063 -0.999 0.102 -0.566
C -0.164 0.054 -0.177 -0.596
C 0.108 1.022 -1.356 0.425
O 0.280 0.490 -2.435 -0.562
O -0.017 2.311 -1.111 -0.425
H 0.932 -1.327 2.510 0.367
H 1.512 0.347 2.758 0.317
H -0.145 0.069 2.419 0.309
H 1.611 0.941 0.702 0.193
H 2.127 -1.837 0.658 0.181
H 2.088 -1.197 -0.883 0.232
H -1.039 0.409 0.368 0.320
H -0.355 -0.882 -0.693 0.222
H 0.439 2.823 -1.804 0.346
O -3.730 -0.705 -0.892 -0.631
H -4.042 0.092 -1.340 0.311
H -3.679 -1.272 -1.682 0.317
```

Computed properties:
LUMO level ... 0.612 eV
HOMO level ... -8.93 eV
Frontier orbital gap ... 0.351 Ha
SMILES ... C[C@@H](N)CC(=O)O.O

***

y | A cluster of 2 separate species, C4H11NO3 in total, computed with ωB97M-V with the def2-TZVPD basis set.

```
19
Properties=species:S:1:pos:R:3:mulliken_charge:R:1
O 0.587 -3.292 -0.784 -0.584
C -0.115 -2.310 -0.655 0.083
N -0.647 -1.621 -1.693 -0.086
C -1.264 -0.309 -1.638 -0.602
C -0.937 0.537 -0.419 -0.610
C 0.429 1.185 -0.357 -0.393
O 0.659 2.008 -1.496 -0.527
H -0.395 -1.921 0.335 0.273
H -0.347 -1.948 -2.595 0.237
H -0.959 0.225 -2.536 0.364
H -2.360 -0.391 -1.750 0.242
H -1.122 -0.022 0.500 0.328
H -1.702 1.306 -0.372 0.370
H 0.420 1.800 0.536 0.294
H 1.236 0.471 -0.232 0.290
H 1.387 1.618 -2.011 0.319
O 1.674 1.245 5.023 -0.640
H 2.491 0.807 5.263 0.321
H 0.964 0.613 4.882 0.319
```

Computed properties:
LUMO level ... 0.586 eV
HOMO level ... -9.77 eV
Frontier orbital gap ... 0.380 Ha
SMILES ... O=CNCCCO.O

***

z | A structure of composition C4H11NO3, computed with ωB97M-V with the def2-TZVPD basis set.

```
19
Properties=species:S:1:pos:R:3:mulliken_charge:R:1
C 1.453 -1.676 -0.233 -0.871
C 1.124 -0.231 0.108 -0.494
C -1.263 -0.238 0.301 -0.277
C -0.162 1.582 -0.715 -0.492
H 0.758 -2.648 1.150 0.215
H 2.465 -1.911 0.168 0.391
H 1.238 -1.944 -1.040 0.519
H 1.977 0.514 -0.556 0.289
H 1.053 0.005 1.096 0.474
H -1.554 -1.363 0.563 0.209
H -1.116 0.319 1.567 0.166
H -3.154 0.218 0.031 0.239
H -1.135 1.915 -1.265 0.326
H 0.527 1.923 -1.623 0.327
H -0.260 3.472 0.462 0.332
N -0.105 0.278 -0.392 0.154
O 0.622 -2.644 0.355 -0.468
O -2.469 0.109 -0.423 -0.442
O 0.002 2.318 0.445 -0.598
```

Computed properties:
LUMO level ... 0.555 eV
HOMO level ... -8.57 eV
Frontier orbital gap ... 0.335 Ha

***

Stability ranking, top entry: w; the second entry is 65.2 kJ/mol less favorable.